1.
Molecular formula: C36H77BFN12O27PS
Method: DFT, ωB97M-V/def2-TZVPD

Structure (XYZ):
```
156
Properties=species:S:1:pos:R:3
C 5.333 -2.901 4.983
C 3.894 -2.668 4.414
C 3.845 -2.613 2.826
C 2.329 -2.285 2.459
O 2.171 -0.896 2.685
C 0.837 -0.416 2.342
O -0.074 -1.224 3.009
C -1.126 -1.955 2.470
C -0.855 -2.967 1.276
C -1.784 -2.741 0.023
F -1.471 -3.833 -0.888
C -1.531 -2.923 3.691
C -3.137 -3.275 3.575
C -3.522 -4.274 2.355
O -3.493 -4.660 3.872
P -2.586 -0.769 2.160
S -3.009 0.206 3.825
B 0.845 -0.151 0.752
O -0.252 0.120 -0.106
O 2.086 -0.253 0.077
C 0.785 1.052 3.032
C 2.162 1.653 3.427
C 3.185 1.969 2.277
C 4.563 1.206 2.521
N 5.067 0.921 1.150
C 6.315 0.099 1.147
C 6.107 -0.912 -0.044
C 5.710 -0.329 -1.327
C 5.433 -1.161 -2.474
C 5.568 -2.600 -2.312
C 6.004 -3.199 -1.066
C 6.282 -2.352 0.099
O 6.693 -2.922 1.281
N -0.164 1.889 2.267
C 0.242 3.270 1.965
C -1.016 3.965 1.269
C -0.677 4.444 -0.184
O -0.653 3.403 -1.169
C -1.964 2.954 -1.525
H 5.978 -1.992 4.852
H 5.226 -3.028 6.098
H 5.805 -3.834 4.593
H 3.419 -1.708 4.761
H 3.183 -3.491 4.710
H 4.133 -3.602 2.392
H 4.500 -1.821 2.397
H 1.730 -2.963 3.119
H 2.210 -2.629 1.398
H 0.194 -2.935 0.879
H -1.018 -4.042 1.557
H -2.873 -2.783 0.255
H -1.565 -1.805 -0.543
H -1.444 -2.409 4.676
H -0.995 -3.895 3.666
H -3.888 -2.450 3.838
H -2.826 -5.099 2.100
H -4.622 -4.303 2.180
H -2.306 0.236 1.203
H -3.739 -1.466 1.668
H -0.358 1.091 -0.201
H 1.897 -0.500 -0.853
H 0.266 0.856 4.020
H 2.698 1.027 4.192
H 1.965 2.615 3.984
H 3.466 3.060 2.369
H 2.811 1.840 1.237
H 4.414 0.238 3.064
H 5.305 1.871 3.047
H 4.347 0.289 0.771
H 6.429 -0.527 2.074
H 7.239 0.710 1.008
H 5.624 0.784 -1.374
H 5.124 -0.659 -3.414
H 5.319 -3.227 -3.201
H 6.110 -4.301 -0.989
H 6.563 -3.885 1.269
H -1.027 1.977 2.818
H 0.587 3.887 2.832
H 1.016 3.214 1.145
H -1.375 4.840 1.864
H -1.873 3.232 1.259
H 0.366 4.867 -0.142
H -1.391 5.256 -0.535
H -1.905 2.132 -2.287
H -2.526 2.518 -0.652
H -2.565 3.822 -1.944
C -1.468 -2.053 -3.668
N -2.052 -0.885 -4.380
O -2.413 -1.049 -5.529
O -2.125 0.159 -3.757
H -1.465 -2.907 -4.340
H -0.453 -1.789 -3.377
H -2.088 -2.255 -2.798
C -3.380 -3.963 -8.095
N -3.493 -4.655 -6.783
O -2.608 -4.464 -5.972
O -4.467 -5.363 -6.617
H -2.469 -3.371 -8.099
H -3.348 -4.728 -8.867
H -4.254 -3.327 -8.206
C -4.670 -4.327 -2.173
N -5.474 -4.586 -0.947
O -6.444 -3.874 -0.748
O -5.101 -5.494 -0.230
H -5.113 -3.495 -2.714
H -3.657 -4.086 -1.856
H -4.688 -5.233 -2.775
C -5.436 6.451 -2.248
N -3.965 6.247 -2.160
O -3.400 5.800 -3.140
O -3.431 6.543 -1.108
H -5.771 6.147 -3.235
H -5.898 5.840 -1.476
H -5.630 7.508 -2.083
C 1.525 -5.026 -0.794
N 2.997 -5.227 -0.874
O 3.452 -5.633 -1.925
O 3.644 -4.967 0.124
H 1.084 -5.295 -1.749
H 1.149 -5.668 0.000
H 1.350 -3.976 -0.569
C 3.875 4.468 -1.281
N 5.054 3.812 -1.907
O 5.758 3.132 -1.190
O 5.225 4.006 -3.098
H 3.851 4.207 -0.226
H 3.990 5.542 -1.411
H 2.986 4.102 -1.790
C -4.193 2.099 7.083
N -3.781 3.402 6.495
O -3.057 3.370 5.520
O -4.201 4.407 7.037
H -3.747 1.297 6.502
H -3.837 2.076 8.111
H -5.279 2.049 7.041
C -1.295 8.745 -1.581
N -1.058 10.013 -2.321
O 0.011 10.568 -2.157
O -1.957 10.404 -3.042
H -0.417 8.520 -0.983
H -2.166 8.894 -0.947
H -1.472 7.964 -2.316
C -7.260 -0.347 -1.876
N -5.871 -0.788 -2.165
O -5.648 -1.260 -3.264
O -5.053 -0.645 -1.278
H -7.875 -0.534 -2.752
H -7.615 -0.923 -1.024
H -7.226 0.716 -1.648
C 2.353 0.591 -4.351
N 1.595 -0.659 -4.072
O 1.216 -1.311 -5.022
O 1.406 -0.940 -2.899
H 2.444 0.714 -5.426
H 1.794 1.416 -3.914
H 3.332 0.489 -3.891
```

## Properties
Total charge   0
LUMO energy   -0.4 eV
Molar mass   1202.920 Da
Energy   -4969.6387 a.u.


2.
Molecular formula: C9H22NO4SSi
Method: DFT, ωB97M-V/def2-TZVPD

Structure (XYZ):
```
38
Properties=species:S:1:pos:R:3
C 1.515 -2.767 0.981
Si 0.984 -2.289 -0.758
C 1.804 -3.415 -1.987
C -0.872 -2.371 -0.902
C 1.540 -0.490 -1.180
C 0.453 0.418 -1.773
C 1.111 1.784 -1.727
N 1.706 1.809 -0.341
C 2.035 0.332 0.001
H 0.653 -3.107 1.557
H 2.218 -3.600 0.925
H 2.001 -1.985 1.566
H 1.481 -3.230 -3.013
H 1.588 -4.460 -1.755
H 2.889 -3.297 -1.947
H -1.380 -1.607 -0.308
H -1.205 -2.268 -1.936
H -1.212 -3.344 -0.540
H 2.348 -0.570 -1.915
H 0.170 0.160 -2.793
H -0.451 0.411 -1.168
H 0.489 2.662 -1.879
H 1.956 1.801 -2.415
H 2.516 2.419 -0.256
H 1.015 2.129 0.345
H 3.096 0.259 0.224
H 1.480 0.128 0.915
C -2.933 1.519 2.902
C -3.829 2.494 2.161
O -2.881 3.393 1.528
S -1.590 2.619 1.109
O -1.633 2.246 -0.263
O -0.421 3.302 1.556
O -1.827 1.321 1.981
H -2.543 1.935 3.830
H -3.390 0.550 3.074
H -4.455 3.096 2.812
H -4.425 2.012 1.387
```

## Properties
Total charge   +1
LUMO energy   -2.5 eV
Molar mass   268.431 Da
Energy   -1399.3169 a.u.


3.
Molecular formula: C6H11BrN
Method: DFT, ωB97M-V/def2-TZVPD

Structure (XYZ):
```
19
Properties=species:S:1:pos:R:3
C 2.451 0.368 0.093
C 1.917 1.681 0.168
C 0.498 1.919 -0.477
C -0.328 0.713 0.034
C -1.367 -2.194 -0.375
C -0.088 -1.528 0.339
N 0.281 -0.447 -0.361
Br 3.952 -0.465 -0.075
H 1.581 1.744 1.171
H 2.606 2.528 0.192
H 0.098 2.912 -0.179
H 0.423 1.963 -1.520
H -0.668 0.838 1.050
H -1.271 0.767 -0.524
H -2.188 -1.616 -0.192
H -1.204 -2.627 -1.372
H -1.334 -3.136 0.347
H 0.638 -2.314 0.308
H -0.487 -1.228 1.347
```

## Properties
Total charge   +1
LUMO energy (spin up / spin down)   -5.6 / -6.0 eV
Molar mass   177.065 Da
Energy relative to the best compared isomer or geometry (same formula, charge and spin)   6.441 eV
Energy   -2863.4971 a.u.


4.
Molecular formula: C3H3NO
Method: DFT, ωB97M-V/def2-TZVPD

Structure (XYZ):
```
8
Properties=species:S:1:pos:R:3
O 1.944 0.612 1.271
C -0.622 0.571 -0.743
C -0.695 -0.647 -0.181
N 0.478 -1.076 0.440
C 1.245 -0.128 0.703
H -1.471 1.263 -0.565
H -1.537 -1.340 -0.171
H 0.657 0.745 -0.754
```

## Properties
Total charge   0
LUMO energy   0.6 eV
Molar mass   69.063 Da
Energy relative to the best compared isomer or geometry (same formula, charge and spin)   2.152 eV
Energy   -246.0124 a.u.


5.
Molecular formula: C29H48Cl2N3O4RuSSi
Method: DFT, ωB97M-V/def2-TZVPD

Structure (XYZ):
```
89
Properties=species:S:1:pos:R:3
C 3.176 -2.231 -2.316
C 2.529 -1.515 -3.455
H 2.725 -3.218 -2.172
H 3.050 -1.651 -1.399
H 4.251 -2.370 -2.505
C 2.513 -2.037 -4.697
C 2.798 -3.464 -4.968
H 2.365 -1.418 -5.585
H 2.189 -4.121 -4.333
H 3.849 -3.708 -4.774
H 2.577 -3.726 -6.006
Ru 0.716 0.653 0.599
Cl 1.557 2.451 -0.490
C -0.829 2.964 1.421
O -0.906 1.702 1.349
N -1.809 3.769 1.001
C -3.146 3.267 0.650
C -1.463 5.085 0.474
H 0.075 3.450 1.822
H -3.561 2.672 1.474
H -3.146 2.683 -0.288
H -3.764 4.161 0.525
H -0.805 5.605 1.173
H -2.383 5.658 0.374
H -0.952 5.016 -0.500
H -3.656 1.318 4.515
H -2.741 2.226 6.871
C -2.935 0.492 4.614
C -2.243 1.245 6.861
N -1.861 0.873 5.510
H -2.517 0.230 3.640
C -0.578 0.910 5.081
O -0.212 0.596 3.940
H -1.341 1.286 7.482
H 0.131 1.257 5.865
H -3.482 -0.362 5.042
H -2.946 0.502 7.261
H -0.290 -4.073 3.748
H -1.342 -3.360 -0.012
C -1.257 -3.973 3.235
C -1.926 -3.435 0.911
N -1.100 -3.112 2.076
H -1.997 -3.561 3.938
C -0.437 -1.953 2.230
O -0.105 -1.219 1.272
H -2.831 -2.809 0.873
H -0.191 -1.695 3.264
H -1.595 -4.965 2.912
H -2.272 -4.473 1.026
O 0.905 -0.308 -2.114
C 1.932 -0.156 -3.119
C 0.625 0.062 -5.313
C 1.471 0.627 -4.356
H 0.282 -0.969 -5.215
C 0.182 0.809 -6.417
H 2.732 0.394 -2.590
C 1.891 1.954 -4.510
H -0.497 0.360 -7.142
C 0.610 2.126 -6.572
C 1.462 2.692 -5.619
H 2.515 2.407 -3.733
H 0.286 2.711 -7.438
H 1.778 3.726 -5.743
Si -0.839 -0.757 -2.613
Cl -0.415 -2.788 -2.850
C -2.049 -1.094 -4.134
C -1.067 1.186 -2.946
C -1.837 -0.579 -1.031
H -2.391 -0.203 -4.651
H -2.932 -1.647 -3.787
H -1.577 -1.734 -4.879
H -2.165 -1.539 -0.643
H -2.748 0.020 -1.190
H -1.161 -0.121 -0.267
H -1.468 1.407 -3.933
H -0.122 1.739 -2.831
H -1.757 1.600 -2.203
S 2.620 -0.291 0.967
C 2.715 -0.325 2.698
C 3.064 0.873 3.344
C 3.299 0.875 4.716
C 3.111 -0.296 5.465
C 2.670 -1.463 4.832
C 2.474 -1.488 3.453
H 3.093 1.779 2.741
H 3.590 1.803 5.200
H 3.275 -0.286 6.549
H 2.469 -2.362 5.416
H 2.097 -2.366 2.930
```

## Properties
Total charge   0
<S²>   8.777
LUMO energy (spin up / spin down)   0.2 / -2.8 eV
Molar mass   734.849 Da
Energy relative to the best compared isomer or geometry (same formula, charge and spin)   4.966 eV
2S+1   6
Energy   -3301.8664 a.u.


6.
Molecular formula: C9H14O
Method: DFT, ωB97M-V/def2-TZVPD

Structure (XYZ):
```
24
Properties=species:S:1:pos:R:3
C -2.873 2.370 0.964
C -2.146 1.165 1.725
H -3.922 2.116 0.727
H -3.185 3.084 1.675
H -2.369 2.614 0.130
H -2.785 1.078 2.559
H -1.179 1.646 2.164
H -2.085 0.306 1.031
C 1.279 1.241 -2.571
C 0.881 -0.175 0.916
C 0.437 -1.461 0.631
C 1.147 0.687 -0.107
C 0.891 0.384 -1.481
C 0.332 -1.875 -0.677
C 0.643 -1.027 -1.752
O 0.449 -2.294 1.776
H 1.109 0.218 1.994
H 1.518 1.734 0.101
H 0.063 -2.923 -0.946
H 1.371 -2.454 2.110
H 0.957 2.265 -2.449
H 0.582 0.958 -3.425
H 0.542 -1.512 -2.665
H 2.241 1.362 -3.092
```

## Properties
Total charge   0
LUMO energy   0.7 eV
Molar mass   138.210 Da
Energy relative to the best compared isomer or geometry (same formula, charge and spin)   2.343 eV
Energy   -426.4867 a.u.


7.
Molecular formula: C5H12O3
Method: DFT, ωB97M-V/def2-TZVPD

Structure (XYZ):
```
20
Properties=species:S:1:pos:R:3
C -3.710 -0.198 0.557
C -2.360 -0.041 0.495
C -1.533 0.030 -0.631
C -0.060 0.026 -0.474
O 0.498 -1.181 -0.953
C 0.590 1.223 -1.187
H -4.224 -0.232 1.512
H -4.289 -0.282 -0.355
H -1.843 -0.024 1.448
H -1.974 -0.272 -1.574
H 1.418 -1.289 -0.609
H 0.442 1.109 -2.266
H 0.096 2.144 -0.880
H 1.655 1.205 -0.980
H 0.126 0.080 0.604
H 3.141 0.700 2.313
O 2.515 0.531 1.600
H 3.660 -2.003 0.308
H 2.823 -0.225 1.014
O 3.026 -1.301 0.056
```

## Properties
Total charge   +1
<S²>   0.754
LUMO energy (spin up / spin down)   -7.2 / -7.2 eV
Molar mass   120.148 Da
Energy relative to the best compared isomer or geometry (same formula, charge and spin)   3.587 eV
2S+1   2
Energy   -422.9745 a.u.


8.
Molecular formula: C3H5O2V
Method: DFT, ωB97M-V/def2-TZVPD

Structure (XYZ):
```
11
Properties=species:S:1:pos:R:3
O 0.734 0.458 0.572
V 2.118 0.947 -0.338
O 2.996 -0.896 -0.187
C 2.790 -1.905 0.328
C -0.493 -0.178 0.397
C -1.526 0.632 -0.366
H -0.315 -1.130 -0.138
H -0.896 -0.430 1.396
H -1.469 0.418 -1.445
H -2.545 0.375 -0.043
H -1.394 1.709 -0.177
```

## Properties
Total charge   +1
<S²>   3.766
LUMO energy (spin up / spin down)   -5.5 / -5.5 eV
Molar mass   124.015 Da
Energy relative to the best compared isomer or geometry (same formula, charge and spin)   0.000 eV
2S+1   4
Energy   -1211.4433 a.u.